1.
C4H9FN2 | ωB97M-V/def2-TZVPD

Summary:
- Gap between HOMO and LUMO: 9.7844 eV
- Energy above the lowest of the compared OMol25 structures with the same formula, charge and spin: 94.4 kcal per mole
- E_LUMO: 0.0370 Ha
- Spin multiplicity: 1
- HOMO level: -0.3225 Eh

Last column: Mulliken charge in e.
Element x y z (Å)
1 C 1.989 1.468 -0.401  -0.361
2 N 1.264 0.508 -1.013  -0.358
3 N -0.087 0.664 -1.118  -0.142
4 C -0.906 -0.587 -0.893  -0.859
5 C -0.349 -1.474 0.225  -0.381
6 C -0.193 -0.575 1.390  -0.373
7 F -1.477 -0.060 1.343  -0.293
8 H 3.129 1.418 -0.390  0.245
9 H 1.651 2.586 -0.102  0.193
10 H -0.579 1.408 -0.525  0.370
11 H -1.954 -0.083 -0.841  0.391
12 H -0.855 -1.063 -1.797  0.372
13 H -0.888 -2.330 0.682  0.341
14 H 0.811 -1.624 -0.054  0.305
15 H -0.164 -0.996 2.430  0.276
16 H 0.652 0.031 1.501  0.275

***

2.
C4H9FN2S | ωB97M-V/def2-TZVPD

Summary:
- Gap between HOMO and LUMO: 8.6066 eV
- Energy above the lowest of the compared OMol25 structures with the same formula, charge and spin: 130.3 kcal per mole
- E_LUMO: 0.0118 Ha
- Spin multiplicity: 1
- HOMO level: -0.3045 Eh

Last column: Mulliken charge in e.
Element x y z (Å)
1 C -2.856 0.405 0.254  -0.943
2 C -1.346 -0.238 -0.150  0.468
3 C -0.080 0.567 -0.338  -0.047
4 C 2.425 0.549 -0.300  -0.947
5 H -2.897 0.458 1.598  0.213
6 H -2.856 1.739 -0.124  0.245
7 H -3.573 -0.326 0.037  0.387
8 H -0.969 -0.994 0.681  0.180
9 H 2.747 0.901 0.657  0.332
10 H 3.251 -0.262 -0.377  0.295
11 H 2.451 1.307 -1.103  0.332
12 H 1.416 -1.640 1.257  0.278
13 H 1.831 -2.118 -0.580  0.331
14 N 1.070 -0.113 -0.272  0.161
15 N 1.080 -1.524 0.197  -0.663
16 F -1.600 -1.064 -1.137  -0.308
17 S -0.094 2.353 -0.302  -0.315

***

3.
C4H9FNO | ωB97M-V/def2-TZVPD

Summary:
- Gap between HOMO and LUMO: 9.1002 eV
- Energy above the lowest of the compared OMol25 structures with the same formula, charge and spin: 73.1 kcal per mole
- E_LUMO: -0.1732 Ha
- Total charge: +1
- Spin multiplicity: 1
- HOMO level: -0.5076 Eh

Last column: Mulliken charge in e.
Element x y z (Å)
1 C 2.581 0.472 -0.062  -0.045
2 C -1.216 0.100 1.226  -1.021
3 C -0.942 -1.159 -0.799  -0.830
4 C -0.863 1.271 -0.767  -0.076
5 N -1.082 0.124 -0.237  0.118
6 O 3.627 -0.158 0.230  -0.235
7 F 1.493 -0.220 0.502  -0.175
8 H -1.693 -0.714 1.597  0.420
9 H -0.249 -0.082 1.555  0.469
10 H -1.600 1.053 1.526  0.320
11 H -1.870 -1.657 -0.687  0.373
12 H -0.536 -1.324 -1.777  0.399
13 H -0.322 -1.725 -0.026  0.306
14 H -1.013 1.443 -1.861  0.272
15 H -0.803 2.271 -0.308  0.249
16 H 4.490 0.303 -0.113  0.458

***

4.
C4H9GdINO5S2 | ωB97M-V/def2-TZVPD

Summary:
- Gap between HOMO and LUMO (alpha / beta): 6.9326 / 3.9497 eV
- E_LUMO (alpha / beta): -0.3081 / -0.4175 Ha
- Total charge: +2
- Spin multiplicity: 8
- HOMO level (alpha / beta): -0.5628 / -0.5626 Eh

Last column: Löwdin spin population.
Element x y z (Å)
1 C 3.215 -1.333 0.278  0.076
2 O 2.314 -0.252 0.418  0.593
3 C 1.950 0.446 -0.716  0.105
4 C 0.443 0.732 -0.769  0.058
5 C -0.174 1.016 0.588  -0.002
6 S -1.942 1.101 0.458  -0.056
7 O -2.526 0.900 1.835  -0.117
8 O -2.298 2.451 0.070  -0.051
9 N -2.515 0.165 -0.630  -0.006
10 S -2.184 -1.431 -0.329  -0.005
11 O -1.982 -1.657 1.064  -0.002
12 O -1.136 -1.844 -1.190  0.004
13 I -4.208 -2.550 -1.014  -0.007
14 H 4.233 -0.944 0.385  0.048
15 H 3.070 -1.847 -0.661  0.010
16 H 3.029 -2.015 1.095  0.013
17 H 2.451 1.429 -0.636  0.070
18 H 2.316 -0.014 -1.621  0.004
19 H -0.037 -0.074 -1.311  0.009
20 H 0.348 1.628 -1.367  -0.001
21 H 0.146 1.988 0.937  0.001
22 H 0.066 0.310 1.372  -0.001
23 Gd -4.580 1.795 1.745  6.255

***

5.
C4H9I3Si | ωB97M-V/def2-TZVPD

Summary:
- Gap between HOMO and LUMO: 9.2630 eV
- Energy above the lowest of the compared OMol25 structures with the same formula, charge and spin: 7.2 kcal per mole
- E_LUMO: -0.0075 Ha
- Spin multiplicity: 1
- HOMO level: -0.3480 Eh

Last column: Mulliken charge in e.
Element x y z (Å)
1 C -1.322 -1.231 -1.078  -1.062
2 C -0.574 -0.966 0.247  -0.734
3 C 0.630 -0.086 0.117  0.375
4 C 1.367 -0.041 1.418  -1.364
5 Si 0.146 1.679 -0.496  0.233
6 I -0.309 1.738 -2.844  -0.046
7 I -1.803 2.570 0.697  -0.067
8 I 2.024 3.282 0.055  -0.152
9 H -0.660 -1.457 -1.908  0.310
10 H -2.011 -0.336 -1.416  0.198
11 H -1.940 -2.163 -0.691  0.311
12 H -1.265 -0.658 1.013  0.357
13 H -0.178 -1.938 0.496  0.406
14 H 1.228 -0.330 -0.849  0.238
15 H 0.982 0.717 2.083  0.324
16 H 1.250 -1.042 1.995  0.342
17 H 2.435 0.261 1.161  0.331

***

6.
C4H9IN | ωB97M-V/def2-TZVPD

Summary:
- Gap between HOMO and LUMO (alpha / beta): 7.0639 / 7.0692 eV
- Energy above the lowest of the compared OMol25 structures with the same formula, charge and spin: 91.6 kcal per mole
- E_LUMO (alpha / beta): -0.2381 / -0.2380 Ha
- Total charge: +1
- Spin multiplicity: 1
- HOMO level (alpha / beta): -0.4977 / -0.4978 Eh

Last column: Mulliken charge in e.
Element x y z (Å)
1 C 0.260 1.558 -0.340  -0.221
2 C -0.504 0.247 -0.376  -0.453
3 C 1.226 -1.362 0.366  -1.485
4 C -0.173 -1.198 -0.122  -0.096
5 N -0.811 1.375 0.512  -0.037
6 I -2.634 0.384 -2.322  0.136
7 H 1.149 1.450 0.206  0.293
8 H 0.129 2.283 -1.084  0.267
9 H 1.292 -2.387 0.584  0.403
10 H 1.515 -0.842 1.368  0.338
11 H 1.976 -1.099 -0.241  0.453
12 H -0.819 -1.607 0.548  0.418
13 H -0.177 -1.822 -0.994  0.325
14 H -0.654 1.362 1.524  0.328
15 H -1.777 1.658 0.371  0.330

***

7.
C4H9IN2O2P | ωB97M-V/def2-TZVPD

Summary:
- Gap between HOMO and LUMO (alpha / beta): 7.9789 / 7.9765 eV
- Energy above the lowest of the compared OMol25 structures with the same formula, charge and spin: 2.2 kcal per mole
- E_LUMO (alpha / beta): -0.1300 / -0.1301 Ha
- Total charge: +1
- Spin multiplicity: 1
- HOMO level (alpha / beta): -0.4232 / -0.4232 Eh

Last column: Mulliken charge in e.
Element x y z (Å)
1 C -1.499 -1.011 2.743  0.670
2 C 0.182 1.433 0.145  -0.609
3 C -0.688 -0.766 -0.482  0.421
4 C -0.387 -2.217 -0.653  -1.590
5 N 0.212 0.080 -0.036  0.062
6 N -1.095 2.122 0.429  -0.070
7 O -1.573 0.091 2.416  -0.423
8 O -1.412 -2.103 3.043  -0.301
9 P 1.826 -0.639 0.433  -0.086
10 I -2.565 -0.175 -1.301  0.117
11 H 0.959 1.793 0.805  0.281
12 H 0.157 -2.407 -1.583  0.389
13 H -1.309 -2.794 -0.697  0.483
14 H 0.209 -2.597 0.183  0.453
15 H -1.560 1.738 1.271  0.354
16 H -1.752 2.019 -0.367  0.178
17 H -0.889 3.115 0.574  0.418
18 H 2.526 0.529 0.120  0.133
19 H 2.072 -1.189 -0.829  0.122

***

8.
C4H9INO | ωB97M-V/def2-TZVPD

Summary:
- Gap between HOMO and LUMO (alpha / beta): 6.4556 / 6.4105 eV
- Energy above the lowest of the compared OMol25 structures with the same formula, charge and spin: 0.0 kcal per mole
- E_LUMO (alpha / beta): -0.1352 / -0.2779 Ha
- Total charge: +1
- Spin multiplicity: 3
- HOMO level (alpha / beta): -0.3725 / -0.5135 Eh

Last column: Löwdin spin population.
Element x y z (Å)
1 C 1.349 0.759 0.070  0.581
2 C -0.185 -0.908 -1.221  0.027
3 C -0.030 -0.687 1.307  0.040
4 C 0.058 0.037 -0.018  0.121
5 N -1.110 1.066 -0.205  0.004
6 O 1.387 1.928 0.195  0.831
7 I 3.135 -0.369 -0.018  0.367
8 H -0.876 -1.662 -0.816  0.005
9 H 0.838 -1.364 -1.279  0.002
10 H -0.353 -0.313 -2.056  0.002
11 H -1.029 -0.681 1.838  0.012
12 H 0.538 -0.007 2.016  0.005
13 H 0.410 -1.708 1.180  0.000
14 H -1.039 1.599 -1.197  0.001
15 H -1.106 1.701 0.525  0.002
16 H -1.988 0.609 -0.319  0.000

***

9.
C4H9IO | ωB97M-V/def2-TZVPD

Summary:
- Gap between HOMO and LUMO: 9.9686 eV
- Energy above the lowest of the compared OMol25 structures with the same formula, charge and spin: 7.4 kcal per mole
- E_LUMO: 0.0241 Ha
- Spin multiplicity: 1
- HOMO level: -0.3422 Eh

Last column: Mulliken charge in e.
Element x y z (Å)
1 C -0.943 0.304 -0.659  -1.297
2 C 0.311 -0.454 -0.337  0.280
3 C -0.048 -1.280 0.925  -1.209
4 C 1.434 0.760 -0.201  -0.401
5 O 1.198 1.804 0.724  -0.452
6 I 3.384 -0.137 -0.070  -0.009
7 H -0.963 1.266 -0.057  0.208
8 H -0.892 0.751 -1.639  0.360
9 H -1.917 -0.150 -0.671  0.388
10 H 0.564 -1.110 -1.159  0.351
11 H -0.871 -1.871 0.731  0.470
12 H 0.793 -1.862 1.317  0.306
13 H -0.359 -0.632 1.807  0.229
14 H 1.494 1.253 -1.150  0.468
15 H 0.307 1.840 1.057  0.309

***

10.
C4H9InO3 | ωB97M-V/def2-TZVPD

Summary:
- Gap between HOMO and LUMO (alpha / beta): 5.3899 / 5.7235 eV
- E_LUMO (alpha / beta): -0.2734 / -0.2738 Ha
- Total charge: +1
- Spin multiplicity: 2
- HOMO level (alpha / beta): -0.4715 / -0.4842 Eh

Last column: Löwdin spin population.
Element x y z (Å)
1 C -2.017 1.882 0.227  0.001
2 O -1.118 1.077 -0.477  0.006
3 H -3.002 1.922 -0.262  0.000
4 H -2.089 1.580 1.283  0.000
5 H -1.584 2.905 0.238  0.001
6 O 1.678 0.230 -1.442  0.081
7 C 1.193 -1.094 -1.629  0.085
8 C 0.275 -1.738 -0.474  0.619
9 O 0.020 -1.566 0.944  0.085
10 C 0.766 -0.461 1.624  0.021
11 In 1.385 1.055 0.224  0.059
12 H 2.152 -1.651 -1.515  0.006
13 H 0.554 -1.216 -2.522  0.004
14 H -1.149 -0.186 -0.673  0.001
15 H 1.237 -1.681 -0.036  0.028
16 H 1.646 -0.935 2.093  -0.001
17 H 0.053 -0.119 2.397  0.005